(1)
Density functional theory data (ωB97M-V/def2-TZVPD) for a molecular structure, C7H18AlNO4P.

Calculated values
- E_LUMO: 3.2 eV
- Total charge: -1
- DFT total energy: -1217.1748 Eh

Last column: Mulliken charge in e.
Atoms and positions in Å:
C (3.5111, 2.2379, 0.1584)  -0.71
O (3.2742, 1.1013, -0.6290)  -0.32
C (2.9080, -0.0321, 0.1391)  -0.39
C (2.3503, -1.1053, -0.7738)  -0.71
C (1.0816, -0.6498, -1.4993)  -0.84
Al (-0.4023, 0.0584, -0.3497)  0.19
C (-2.1653, -0.2673, -1.2779)  -0.69
C (-3.4515, 0.1897, -0.6605)  0.67
C (-3.4444, 1.5290, 0.0400)  -1.14
N (-4.5419, -0.4781, -0.6327)  -0.86
P (-0.6310, -1.1748, 1.7349)  0.80
O (-1.0689, -0.3542, 2.9001)  -0.75
O (-1.6406, -2.4508, 1.4867)  -0.56
O (0.6555, -2.1368, 2.1161)  -0.56
H (2.7095, 2.3833, 0.8925)  0.29
H (3.5368, 3.1043, -0.5028)  0.24
H (4.4704, 2.1709, 0.6934)  0.28
H (3.7891, -0.3938, 0.6955)  0.39
H (2.1485, 0.2649, 0.8794)  0.10
H (2.1204, -1.9643, -0.1340)  0.35
H (3.1513, -1.4218, -1.4553)  0.38
H (0.6866, -1.4868, -2.0899)  0.35
H (1.3435, 0.1389, -2.2148)  0.38
H (-0.1700, 1.6037, 0.0730)  -0.37
H (-2.0597, 0.2156, -2.2611)  0.35
H (-2.2502, -1.3458, -1.4674)  0.30
H (-2.6357, 2.1663, -0.3169)  0.24
H (-4.4086, 2.0246, -0.0708)  0.41
H (-3.2610, 1.3609, 1.1059)  0.24
H (-4.4028, -1.3728, -1.1051)  0.27
H (-2.5315, -2.1628, 1.7126)  0.33
H (1.3247, -1.5929, 2.5435)  0.33



(2)
Density functional theory data (ωB97M-V/def2-TZVPD) for C5H11NO in the gas phase.

Calculated values
- Structure (SMILES): CC(C)N1O[C@@H]1C
- E_LUMO: 1.1 eV
- Energy relative to the best compared isomer or geometry (same formula, charge and spin): 315.1 kJ/mol
- DFT total energy: -327.0113 Eh

Last column: Mulliken charge in e.
Atoms and positions in Å:
C (1.3154, 0.7154, -0.6180)  -1.47
C (0.8507, 0.1592, 0.7271)  0.63
C (0.1212, 1.2228, 1.5504)  -1.39
N (0.1290, -1.1349, 0.7466)  -0.28
C (-1.5145, -0.6802, -1.2285)  -1.08
C (-0.8100, -1.5603, -0.2316)  0.29
O (0.5149, -1.9652, -0.4145)  -0.44
H (0.5427, 1.3085, -1.1190)  0.29
H (2.1736, 1.3721, -0.4415)  0.43
H (1.6300, -0.0951, -1.2784)  0.40
H (1.7502, -0.1133, 1.2905)  0.29
H (-0.2418, 0.8329, 2.5060)  0.37
H (0.8275, 2.0341, 1.7666)  0.37
H (-0.7213, 1.6660, 1.0054)  0.31
H (-2.1068, 0.0649, -0.6855)  0.25
H (-0.8200, -0.1719, -1.8968)  0.29
H (-2.2037, -1.2839, -1.8271)  0.34
H (-1.4370, -2.3710, 0.1482)  0.38



(3)
Density functional theory data (ωB97M-V/def2-TZVPD) for 10 unconnected molecules or ions with the total composition C40H110N10O10.

Calculated values
- Structure (SMILES): COC[C@H](C)N.COC[C@H](C)N.COC[C@H](C)N.COC[C@H](C)N.COC[C@H](C)N.COC[C@H](C)N.COC[C@H](C)N.COC[C@H](C)N.COC[C@H](C)N.COC[C@H](C)N
- E_LUMO: 0.5 eV
- Energy relative to the best compared isomer or geometry (same formula, charge and spin): 566.7 kJ/mol
- DFT total energy: -2889.5953 Eh

Last column: Mulliken charge in e.
Atoms and positions in Å:
C (-1.5072, -2.1288, -0.3089)  0.85
C (-0.9533, -1.4524, 0.9403)  1.42
C (-0.8825, 0.0869, 0.7554)  -1.06
O (-0.1948, 0.7670, 1.8289)  0.04
C (0.0977, 2.1244, 1.5140)  -0.11
N (-1.7620, -1.8126, 2.0679)  -0.64
H (-0.8997, -1.9425, -1.1949)  -0.19
H (-2.5229, -1.8357, -0.5738)  -0.99
H (-1.4828, -3.2145, -0.2121)  -0.05
H (0.0547, -1.8380, 1.0950)  -0.44
H (-1.8185, 0.6021, 0.5361)  0.36
H (-0.2349, 0.2685, -0.1040)  0.31
H (0.9666, 2.4326, 2.0945)  -0.75
H (-0.6900, 2.8606, 1.6816)  0.31
H (0.1845, 2.2235, 0.4312)  0.60
H (-1.5245, -1.3077, 2.9096)  0.25
H (-2.7194, -1.7086, 1.7622)  0.22
C (-0.0324, -4.9716, -4.7140)  -1.27
C (-1.1164, -3.8819, -4.7337)  0.55
C (-2.4867, -4.2193, -4.1435)  -0.96
O (-3.4555, -3.2272, -4.1077)  -0.20
C (-3.8411, -2.5082, -5.2885)  -0.79
N (-0.6471, -2.7009, -4.0096)  -0.50
H (0.0539, -5.3820, -3.7075)  -0.10
H (0.8916, -4.5429, -5.1017)  0.37
H (-0.2624, -5.8393, -5.3329)  0.53
H (-1.1594, -3.6351, -5.7955)  0.24
H (-2.2634, -4.6306, -3.1586)  0.25
H (-2.8035, -5.0828, -4.7316)  0.28
H (-4.6692, -1.8921, -4.9382)  0.21
H (-4.2811, -3.2547, -5.9503)  0.33
H (-3.0352, -1.8901, -5.6837)  0.28
H (-1.4302, -2.3203, -3.4965)  0.19
H (-0.0305, -3.1088, -3.3190)  0.15
C (2.1123, -1.6526, -0.8742)  -0.18
C (2.5172, -2.5225, -2.0869)  -0.20
C (4.0256, -2.8556, -2.3871)  -1.26
O (4.1702, -3.6057, -3.5577)  -0.29
C (5.3486, -4.3460, -3.6991)  -0.82
N (1.7293, -3.7696, -2.0706)  -0.04
H (2.9976, -1.0240, -0.7751)  0.20
H (2.0287, -2.2275, 0.0481)  0.30
H (1.1940, -1.1318, -1.1420)  -0.13
H (2.2636, -1.8946, -2.9417)  0.43
H (4.5730, -3.2790, -1.5435)  0.50
H (4.5151, -1.8924, -2.5422)  0.46
H (5.6286, -4.6976, -2.7051)  0.33
H (6.1638, -3.6588, -3.9301)  0.35
H (5.2382, -5.1481, -4.4277)  0.25
H (1.8393, -4.2620, -2.9456)  -0.08
H (2.0376, -4.2941, -1.2638)  0.18
C (-2.5882, 8.9145, -0.7605)  -1.21
C (-1.6717, 9.3187, 0.4446)  0.47
C (-0.4601, 8.4367, 0.7118)  -0.60
O (-0.7894, 7.3186, 1.5287)  -0.39
C (0.3310, 6.5646, 1.7595)  -0.67
N (-1.3583, 10.7361, 0.3481)  -0.74
H (-2.1005, 9.0428, -1.7266)  0.30
H (-3.4379, 9.5919, -0.6762)  0.33
H (-2.8856, 7.8803, -0.5873)  0.31
H (-2.2500, 9.2060, 1.3627)  0.20
H (0.2233, 9.0397, 1.3124)  0.29
H (0.1040, 8.1997, -0.1912)  0.31
H (1.0410, 6.3307, 0.9653)  0.20
H (0.0277, 5.6693, 2.3021)  0.28
H (1.0044, 7.1179, 2.4171)  0.39
H (-2.1139, 11.2796, 0.7411)  0.26
H (-0.5620, 11.0560, 0.8817)  0.24
C (-6.6961, -3.1166, -2.8943)  -1.38
C (-6.0425, -2.5638, -1.5792)  0.52
C (-5.7383, -3.7570, -0.6394)  -0.83
O (-5.0931, -3.2739, 0.4982)  -0.15
C (-4.8909, -4.1916, 1.5180)  -0.84
N (-4.8691, -1.8465, -1.9740)  1.14
H (-5.9914, -3.7943, -3.3762)  0.27
H (-6.8919, -2.2626, -3.5436)  0.23
H (-7.7048, -3.5270, -2.8433)  0.46
H (-6.7569, -1.8769, -1.1241)  0.29
H (-5.0590, -4.4021, -1.1987)  0.14
H (-6.7050, -4.2227, -0.4439)  0.52
H (-4.3847, -3.6218, 2.2976)  0.25
H (-4.0868, -4.8989, 1.3078)  0.26
H (-5.7986, -4.7043, 1.8367)  0.35
H (-4.2577, -2.0047, -1.1851)  -0.63
H (-4.4521, -2.2268, -2.8129)  -0.17
C (6.4582, 2.5157, -0.0806)  -1.60
C (6.7587, 1.7245, 1.1943)  1.47
C (5.8042, 0.5707, 1.5266)  -0.99
O (4.4465, 0.8446, 1.2319)  -0.42
C (3.5447, -0.1646, 1.7123)  -0.90
N (8.1934, 1.2745, 1.2131)  -0.78
H (7.1355, 3.3693, -0.1244)  0.49
H (5.4446, 2.9078, -0.1643)  0.26
H (6.6965, 2.0044, -1.0140)  0.36
H (6.7156, 2.4932, 1.9668)  -0.48
H (5.9120, 0.1395, 2.5225)  0.28
H (6.0319, -0.2525, 0.8468)  0.67
H (3.6691, -1.2151, 1.4479)  0.46
H (2.5941, 0.0100, 1.2074)  -0.12
H (3.3148, 0.0128, 2.7631)  0.58
H (8.7630, 1.9790, 0.7655)  0.28
H (8.2677, 0.4780, 0.5949)  0.28
C (-0.3258, -6.0340, 0.5614)  -0.45
C (0.1028, -7.4783, 0.1260)  0.46
C (1.6184, -7.8092, 0.0858)  -0.89
O (2.3154, -6.9365, -0.8042)  -0.30
C (2.1875, -7.1838, -2.1958)  -0.39
N (-0.6078, -8.4107, 1.0122)  -0.76
H (0.0152, -5.6620, 1.5291)  0.40
H (-1.3599, -5.7184, 0.7045)  0.18
H (0.0535, -5.2542, -0.1006)  -0.35
H (-0.3723, -7.6241, -0.8449)  0.20
H (1.7811, -8.8482, -0.2011)  0.33
H (1.8516, -7.5862, 1.1272)  0.35
H (2.2709, -8.2399, -2.4534)  0.42
H (2.8526, -6.5275, -2.7567)  0.07
H (1.1964, -6.8519, -2.5083)  0.06
H (-0.2332, -8.1095, 1.9021)  0.35
H (-1.5788, -8.1321, 1.0383)  0.28
C (-5.5533, 2.7446, -4.0216)  -1.60
C (-4.9815, 1.4013, -3.3616)  0.68
C (-3.7796, 1.5411, -2.3512)  -0.16
O (-4.0786, 2.2198, -1.1722)  -0.45
C (-5.0188, 1.5812, -0.3497)  -0.54
N (-6.1014, 0.5561, -2.9146)  -0.64
H (-6.3094, 3.3059, -3.4725)  0.32
H (-6.0819, 2.5540, -4.9561)  0.41
H (-4.7094, 3.3867, -4.2747)  0.37
H (-4.5241, 0.8943, -4.2131)  0.12
H (-2.9377, 1.9868, -2.8821)  0.49
H (-3.2628, 0.6319, -2.0390)  -0.17
H (-5.0233, 2.1115, 0.6032)  0.33
H (-4.8299, 0.5280, -0.1394)  0.00
H (-6.0527, 1.7480, -0.6528)  0.34
H (-6.6369, 0.1377, -3.6621)  0.39
H (-5.6237, -0.2028, -2.4438)  0.05
C (5.1938, 4.0185, 4.4633)  -1.75
C (4.0448, 4.2045, 3.4668)  0.70
C (4.5216, 5.0634, 2.2690)  -0.91
O (3.4641, 5.7117, 1.3902)  -0.21
C (3.9702, 6.3023, 0.1659)  -0.78
N (3.5946, 2.8607, 3.1074)  -0.27
H (6.1688, 3.8729, 3.9971)  0.31
H (4.9967, 3.2155, 5.1737)  0.42
H (5.4146, 4.8303, 5.1574)  0.43
H (3.1499, 4.6362, 3.9159)  0.46
H (5.2511, 4.4766, 1.7093)  0.06
H (5.0724, 5.9647, 2.5409)  0.59
H (4.9123, 6.8405, 0.2714)  0.37
H (3.1542, 6.9238, -0.2025)  0.18
H (4.0773, 5.5371, -0.6039)  0.30
H (4.3525, 2.2659, 2.8046)  0.01
H (2.9646, 3.0705, 2.3454)  -0.02
C (-1.5354, 3.2990, 5.5578)  -1.28
C (-0.2711, 2.6013, 6.0782)  -0.06
C (-0.2561, 1.0922, 5.8101)  0.10
O (1.0171, 0.4973, 6.2534)  -0.38
C (1.3519, -0.5313, 5.3107)  -0.52
N (0.7020, 3.3293, 5.2820)  -0.53
H (-1.5984, 3.2338, 4.4713)  0.21
H (-1.4762, 4.3264, 5.9144)  0.40
H (-2.3699, 2.6917, 5.9111)  0.38
H (-0.2234, 3.0272, 7.0805)  0.42
H (-0.4246, 1.0088, 4.7355)  -0.18
H (-1.1226, 0.5710, 6.2190)  0.40
H (1.8217, -0.2507, 4.3666)  0.14
H (0.6235, -1.2252, 4.8893)  0.37
H (2.1476, -1.0860, 5.8083)  0.37
H (0.6831, 3.0018, 4.3260)  0.17
H (1.5949, 3.0202, 5.6425)  0.22



- The lowest E_LUMO belongs to which entry?
  C40H110N10O10